Record 1
108
Properties=species:S:1:pos:R:3 method="wB97M-V/def2-TZVPD" smiles="COC(=O)OC.COC(=O)OC.COC(=O)OC.COC(=O)OC.COC(=O)OC.COC(=O)OC.Fc1ccccc1.Fc1ccccc1.Fc1ccccc1" e_homo_ev=-9.21 homo_lumo_gap_ha=0.35392
F 23.29 -6.68 -16.37
C 22.38 -6.99 -15.43
C 21.09 -7.31 -15.80
C 20.14 -7.52 -14.81
C 20.51 -7.46 -13.46
C 21.81 -7.16 -13.10
C 22.74 -6.88 -14.10
H 20.79 -7.33 -16.84
H 19.13 -7.79 -15.04
H 19.77 -7.58 -12.68
H 22.17 -7.05 -12.09
H 23.71 -6.47 -13.87
F 30.09 -11.28 -11.31
C 29.83 -10.02 -11.72
C 30.84 -9.27 -12.27
C 30.54 -7.98 -12.73
C 29.24 -7.52 -12.65
C 28.23 -8.31 -12.12
C 28.53 -9.58 -11.65
H 31.84 -9.69 -12.33
H 31.32 -7.38 -13.18
H 29.01 -6.53 -13.02
H 27.22 -7.93 -12.12
H 27.76 -10.28 -11.34
F 30.05 -13.64 -14.64
C 28.83 -13.14 -14.32
C 28.12 -12.47 -15.30
C 26.87 -11.96 -14.97
C 26.42 -12.00 -13.66
C 27.15 -12.70 -12.71
C 28.36 -13.30 -13.03
H 28.54 -12.30 -16.28
H 26.30 -11.43 -15.74
H 25.43 -11.64 -13.45
H 26.75 -12.81 -11.70
H 28.96 -13.80 -12.29
C 20.50 -4.28 -5.33
O 21.81 -4.80 -5.45
C 21.89 -6.09 -5.76
O 20.97 -6.82 -6.03
O 23.17 -6.44 -5.75
C 23.43 -7.82 -5.98
H 19.84 -4.68 -6.10
H 20.53 -3.20 -5.40
H 20.04 -4.58 -4.39
H 24.51 -7.91 -6.03
H 23.04 -8.21 -6.92
H 23.07 -8.41 -5.13
C 26.20 -9.50 -7.74
O 25.48 -8.89 -8.83
C 25.19 -9.69 -9.85
O 25.52 -10.84 -9.98
O 24.45 -8.98 -10.70
C 24.14 -9.56 -11.95
H 26.83 -8.70 -7.35
H 26.85 -10.31 -8.06
H 25.51 -9.81 -6.96
H 24.68 -9.02 -12.73
H 23.08 -9.42 -12.15
H 24.40 -10.61 -12.02
C 25.73 -11.95 -3.16
O 25.87 -10.89 -4.11
C 26.25 -9.71 -3.63
O 26.48 -9.46 -2.48
O 26.38 -8.88 -4.66
C 26.70 -7.52 -4.37
H 25.68 -12.87 -3.72
H 24.84 -11.78 -2.55
H 26.57 -11.98 -2.47
H 27.17 -7.15 -5.29
H 27.44 -7.49 -3.57
H 25.81 -6.92 -4.21
C 28.92 -4.15 -16.24
O 27.98 -4.83 -15.40
C 27.40 -5.89 -15.96
O 27.39 -6.16 -17.13
O 26.80 -6.59 -14.99
C 26.29 -7.86 -15.33
H 29.24 -3.29 -15.65
H 28.44 -3.79 -17.14
H 29.78 -4.80 -16.44
H 25.75 -7.91 -16.28
H 25.59 -8.17 -14.56
H 27.08 -8.60 -15.48
C 23.58 -15.73 -13.48
O 23.16 -14.51 -12.86
C 23.47 -14.42 -11.56
O 24.27 -15.11 -10.98
O 22.76 -13.42 -11.04
C 22.89 -13.19 -9.65
H 23.04 -15.81 -14.42
H 23.38 -16.58 -12.84
H 24.64 -15.69 -13.71
H 23.52 -12.33 -9.43
H 23.32 -14.08 -9.17
H 21.89 -13.12 -9.24
C 29.12 -11.76 -7.89
O 29.27 -12.50 -6.66
C 29.95 -11.87 -5.71
O 30.54 -10.83 -5.83
O 29.88 -12.60 -4.59
C 30.45 -12.00 -3.44
H 28.19 -12.13 -8.33
H 29.93 -12.03 -8.55
H 29.04 -10.70 -7.71
H 30.17 -10.95 -3.35
H 31.54 -12.11 -3.44
H 30.06 -12.55 -2.59

=====

Record 2
55
Properties=species:S:1:pos:R:3 method="wB97M-V/def2-TZVPD" smiles="CCCCNC(=O)N1CCC[C@H](C(=O)c2cc(C)c(OC)c(C)c2)C1" e_homo_ev=-8.66 relative_energy_kcal_mol=15.07 homo_lumo_gap_ha=0.33872
C 1.82 6.28 -2.40
H 2.81 6.56 -2.74
C 1.27 5.12 -3.23
C -0.13 4.72 -2.77
H -0.09 4.38 -1.73
C -0.74 3.61 -3.63
N 0.00 2.37 -3.52
C -0.59 1.24 -3.03
O -1.74 1.24 -2.62
N 0.18 0.09 -3.07
C 1.62 0.09 -2.96
H 2.06 0.92 -3.50
C 2.04 0.12 -1.49
C 1.45 -1.08 -0.75
H 1.69 -1.03 0.31
H 1.88 -2.00 -1.16
C -0.08 -1.12 -0.94
C -0.60 -2.40 -0.31
O -0.83 -3.38 -0.98
C -0.77 -2.42 1.16
C -1.13 -3.63 1.75
C -1.29 -3.78 3.12
C -1.07 -2.67 3.93
C -0.75 -1.42 3.36
C -0.61 -1.31 1.99
H -0.37 -0.34 1.58
C -0.57 -0.23 4.26
H -0.28 0.64 3.69
H -1.50 -0.03 4.78
H 0.18 -0.44 5.01
O -1.18 -2.65 5.30
C -0.62 -3.70 6.06
H -0.34 -3.26 7.02
H 0.27 -4.11 5.58
H -1.34 -4.50 6.25
C -1.77 -5.10 3.64
H -2.16 -5.70 2.82
H -0.97 -5.67 4.11
H -2.57 -4.96 4.36
H -1.29 -4.47 1.10
H -0.54 -0.25 -0.48
C -0.41 -1.08 -2.44
H -1.49 -1.04 -2.58
H -0.01 -1.97 -2.93
H 3.13 0.11 -1.41
H 1.67 1.05 -1.04
H 1.98 -0.84 -3.42
H 0.86 2.30 -4.04
H -1.75 3.39 -3.29
H -0.78 3.93 -4.68
H -0.79 5.59 -2.81
H 1.95 4.27 -3.13
H 1.24 5.40 -4.28
H 1.87 6.01 -1.35
H 1.17 7.15 -2.50

=====

Record 3
8
Properties=species:S:1:pos:R:3 method="wB97M-V/def2-TZVPD" e_homo_ev=-9.10 relative_energy_kcal_mol=112.70 homo_lumo_gap_ha=0.32518
F -1.43 1.63 -0.03
C -0.68 0.58 -0.29
C -0.93 -0.68 -0.50
H -1.72 -1.26 -0.04
O 0.90 0.96 -0.17
O 1.65 -0.29 -0.23
H 0.31 -1.20 -0.65
Tl 1.90 0.28 1.91

=====

Record 4
22
Properties=species:S:1:pos:R:3 method="wB97M-V/def2-TZVPD" e_homo_ev=-9.06 relative_energy_kcal_mol=54.32 homo_lumo_gap_ha=0.34479
C 0.90 2.28 0.55
C 2.03 2.07 0.23
C 2.51 -0.83 1.60
C -0.88 1.16 1.32
C 3.37 2.01 -0.15
C -1.51 -1.98 -0.61
C -1.84 -0.96 0.53
N -0.86 0.17 0.31
O 1.84 -1.24 0.78
O 3.21 -0.29 2.33
O -0.32 2.33 1.09
Br -0.40 0.46 3.20
H -2.51 1.67 1.47
H 3.56 1.44 -0.97
H 4.10 1.59 0.70
H 3.88 2.86 -0.53
H -2.00 -1.90 -1.59
H -0.45 -2.07 -0.70
H -1.72 -3.01 -0.10
H -1.63 -1.26 1.63
H -2.93 -0.71 0.47
H -1.00 0.66 -0.56

=====

Record 5
40
Properties=species:S:1:pos:R:3 method="wB97M-V/def2-TZVPD" smiles="Cc1ccc(C(=O)CCC(=O)Nc2cccc(C(F)(F)F)c2)cc1" e_homo_ev=-8.86 relative_energy_kcal_mol=0.00 homo_lumo_gap_ha=0.32336
C 3.80 1.61 4.67
C 2.98 0.60 3.94
C 3.56 -0.58 3.48
C 2.81 -1.53 2.81
C 1.45 -1.33 2.60
C 0.86 -0.16 3.09
C 1.62 0.79 3.74
H 1.14 1.69 4.10
H -0.20 -0.02 2.93
C 0.57 -2.30 1.89
O -0.63 -2.30 2.06
C 1.23 -3.25 0.90
H 0.45 -3.88 0.48
H 1.94 -3.88 1.44
C 1.95 -2.51 -0.24
C 0.96 -1.67 -1.02
O 0.43 -2.05 -2.03
N 0.72 -0.46 -0.43
C -0.21 0.52 -0.77
C -1.05 0.40 -1.87
C -1.95 1.42 -2.15
C -2.02 2.56 -1.36
C -1.18 2.67 -0.26
C -0.28 1.66 0.02
H 0.38 1.76 0.88
H -1.22 3.54 0.36
H -2.73 3.34 -1.59
C -2.84 1.32 -3.35
F -2.35 2.03 -4.39
F -3.02 0.07 -3.79
F -4.07 1.82 -3.12
H -1.01 -0.48 -2.50
H 1.24 -0.25 0.42
H 2.76 -1.89 0.15
H 2.37 -3.25 -0.92
H 3.29 -2.44 2.49
H 4.61 -0.75 3.64
H 4.78 1.72 4.20
H 3.31 2.58 4.69
H 3.96 1.29 5.70

=====

Record 6
180
Properties=species:S:1:pos:R:3 method="wB97M-V/def2-TZVPD" smiles="CCOC(=O)C(F)(F)F.CCOC(=O)C(F)(F)F.CCOC(=O)C(F)(F)F.COCCOCCOC.COCCOCCOC.COCCOCCOC.COCCOCCOC.COCCOCCOC.COCCOCCOC" e_homo_ev=-9.34 relative_energy_kcal_mol=0.00 homo_lumo_gap_ha=0.36641
C 5.26 2.14 -2.24
O 6.16 2.51 -3.25
C 7.21 1.59 -3.40
C 8.05 2.03 -4.56
O 9.14 1.16 -4.69
C 9.81 1.33 -5.92
C 11.14 0.64 -5.90
O 12.05 1.25 -5.02
C 12.01 0.75 -3.69
H 4.79 1.16 -2.40
H 4.40 2.81 -2.30
H 5.68 2.18 -1.23
H 6.85 0.56 -3.52
H 7.83 1.59 -2.48
H 8.35 3.08 -4.46
H 7.41 2.01 -5.47
H 9.96 2.40 -6.13
H 9.18 0.96 -6.74
H 11.59 0.71 -6.89
H 11.00 -0.42 -5.65
H 12.92 1.08 -3.20
H 12.07 -0.35 -3.70
H 11.12 1.08 -3.15
C -4.65 -2.41 5.19
O -3.39 -2.58 4.58
C -2.68 -3.68 5.10
C -1.42 -3.86 4.30
O -0.53 -2.84 4.67
C 0.74 -3.01 4.07
C 1.59 -1.78 4.32
O 2.48 -1.64 3.24
C 3.28 -0.48 3.35
H -5.30 -3.25 4.96
H -5.09 -1.51 4.75
H -4.57 -2.28 6.28
H -3.31 -4.58 5.05
H -2.37 -3.48 6.13
H -1.68 -3.82 3.22
H -0.98 -4.85 4.49
H 0.63 -3.15 2.99
H 1.24 -3.89 4.49
H 2.20 -1.94 5.23
H 1.00 -0.89 4.54
H 2.66 0.42 3.36
H 3.95 -0.48 2.49
H 3.90 -0.51 4.25
C -0.43 3.73 2.29
O 0.00 3.88 3.62
C -0.73 3.04 4.50
C 0.03 1.75 4.77
O 1.21 1.91 5.53
C 1.02 2.42 6.82
C 2.30 2.23 7.59
O 2.58 0.84 7.67
C 3.52 0.53 8.67
H 0.27 4.27 1.64
H -1.42 4.19 2.10
H -0.48 2.69 1.94
H -1.75 2.84 4.16
H -0.88 3.57 5.44
H 0.33 1.31 3.81
H -0.61 1.00 5.27
H 0.26 1.84 7.36
H 0.78 3.49 6.83
H 2.19 2.64 8.61
H 3.17 2.73 7.13
H 4.31 1.29 8.75
H 3.96 -0.43 8.42
H 3.06 0.47 9.67
C -5.32 1.96 1.95
O -5.52 0.59 2.09
C -5.85 -0.11 0.91
C -5.69 -1.58 1.15
O -6.63 -2.01 2.09
C -6.71 -3.43 2.14
C -7.71 -3.86 3.16
O -8.99 -3.42 2.85
C -9.90 -3.61 3.90
H -4.96 2.32 2.91
H -6.23 2.50 1.69
H -4.50 2.19 1.25
H -5.24 0.25 0.07
H -6.91 0.07 0.68
H -4.66 -1.80 1.47
H -5.87 -2.09 0.19
H -5.72 -3.83 2.38
H -7.02 -3.78 1.14
H -7.41 -3.51 4.17
H -7.68 -4.96 3.24
H -10.00 -4.68 4.15
H -10.88 -3.29 3.56
H -9.59 -3.09 4.81
C -2.56 0.16 3.12
O -2.00 0.54 1.88
C -1.42 -0.55 1.21
C -1.11 -0.13 -0.20
O -0.27 1.00 -0.21
C 0.20 1.30 -1.48
C 1.46 2.13 -1.48
O 2.57 1.53 -0.85
C 2.45 1.31 0.54
H -2.89 1.11 3.54
H -1.86 -0.36 3.76
H -3.47 -0.43 2.98
H -2.15 -1.37 1.13
H -0.51 -0.87 1.72
H -2.04 0.14 -0.74
H -0.66 -0.96 -0.76
H -0.58 1.78 -2.09
H 0.47 0.41 -2.09
H 1.31 3.16 -1.11
H 1.79 2.26 -2.52
H 1.71 0.54 0.78
H 2.23 2.24 1.08
H 3.44 1.03 0.88
C -1.57 -4.36 0.33
O -1.73 -5.14 -0.85
C -0.59 -5.18 -1.65
C -0.53 -4.02 -2.62
O -1.64 -4.13 -3.48
C -1.68 -3.15 -4.49
C -1.63 -1.72 -3.97
O -2.37 -1.49 -2.80
C -3.76 -1.59 -3.00
H -0.91 -4.88 1.03
H -2.58 -4.25 0.73
H -1.27 -3.34 0.08
H -0.56 -6.13 -2.20
H 0.35 -5.18 -1.08
H 0.39 -4.01 -3.22
H -0.59 -3.12 -2.00
H -2.60 -3.31 -5.06
H -0.83 -3.29 -5.17
H -1.97 -1.04 -4.77
H -0.60 -1.39 -3.81
H -4.15 -0.70 -3.52
H -4.22 -1.63 -2.01
H -4.04 -2.46 -3.59
C -2.79 3.02 -1.31
C -3.37 2.18 -2.43
O -3.52 3.02 -3.59
C -4.11 2.48 -4.63
O -4.59 1.39 -4.72
C -4.03 3.40 -5.86
F -3.13 2.88 -6.71
F -5.20 3.48 -6.50
F -3.62 4.64 -5.55
H -1.87 3.49 -1.63
H -2.66 2.36 -0.45
H -3.49 3.82 -1.06
H -4.29 1.65 -2.17
H -2.66 1.40 -2.73
C 0.35 6.73 -6.52
C -0.34 5.85 -5.49
O -0.17 4.48 -5.87
C -0.22 3.56 -4.93
O -0.32 3.76 -3.75
C -0.12 2.14 -5.50
F 0.86 1.46 -4.87
F -1.28 1.48 -5.29
F 0.14 2.13 -6.81
H 0.01 6.53 -7.53
H 1.43 6.60 -6.42
H 0.06 7.76 -6.32
H -1.41 6.05 -5.42
H 0.09 6.03 -4.50
C 2.40 -3.73 0.67
C 1.88 -2.39 0.20
O 2.06 -2.18 -1.21
C 3.23 -1.73 -1.60
O 4.20 -1.58 -0.91
C 3.29 -1.44 -3.11
F 2.82 -0.19 -3.31
F 4.52 -1.49 -3.57
F 2.52 -2.28 -3.81
H 1.59 -4.43 0.91
H 2.98 -3.60 1.58
H 3.03 -4.22 -0.06
H 2.46 -1.61 0.69
H 0.83 -2.20 0.44